[1]
DFT (the ωB97M-V functional and the def2-TZVPD basis) results for an isolated ion of composition C6H12F3N2O2S and charge +1.

Calculated values
Maximum force in eV/Å: 5.70
Structure (SMILES): O=S(=O)(F)C(F)(F)CN1CC[NH2+]CC1
Net charge: +1
Gap between HOMO and LUMO in Ha: 0.350
Calculated total energy in eV: -32470.1243
Highest occupied orbital energy in eV: -12.92

Last column: natural (NBO) charge in e.
Positions of all 26 atoms, in Å:
C 1.3253 -0.0583 1.0357  -0.253
C -0.7771 1.2081 0.8936  -0.231
C 1.8736 0.6584 -0.1673  -0.240
C -0.1478 2.0242 -0.2412  -0.253
C -1.0007 -1.2300 0.9548  -0.265
C -1.7176 -1.8663 -0.3641  0.524
N -0.1696 -0.0848 0.7547  -0.478
N 1.3138 2.1194 -0.1429  -0.518
O 0.0463 -0.7074 -2.1061  -0.896
O -0.8239 -2.9223 -2.8767  -0.790
F -2.3245 -3.0035 -0.0043  -0.282
F -2.5419 -1.0233 -1.0112  -0.327
F 0.5855 -2.8727 -0.7424  -0.539
S -0.5069 -2.0214 -1.8231  2.235
H 1.4887 -1.0801 1.0992  0.254
H 1.4773 0.3163 2.0990  0.219
H -0.6425 1.7104 1.9136  0.192
H -1.8809 1.1525 0.7616  0.249
H 2.9688 0.6320 -0.3059  0.243
H 1.4539 0.2681 -1.0690  0.269
H -0.4877 1.5670 -1.1596  0.267
H -0.5603 3.1065 0.0651  0.237
H -0.5171 -2.1736 1.3491  0.259
H -1.9590 -0.9491 1.5746  0.230
H 1.7770 2.6677 0.5580  0.441
H 1.7474 2.5622 -1.0450  0.452

***

[2]
DFT (the ωB97M-V functional and the def2-TZVPD basis) results for C6H12FReS3 as an isolated structure.

Calculated values
Spin multiplicity: 2
Maximum force in eV/Å: 2.26
Expectation value of S²: 0.768
Net charge: +3
Gap between HOMO and LUMO (spin up / spin down) in Ha: 0.264 / 0.273
Calculated total energy in eV: -43735.1962
Highest occupied orbital energy (spin up / spin down) in eV: -23.21 / -22.96

Last column: Löwdin spin population.
Positions of all 23 atoms, in Å:
Re -1.2709 -1.3452 -1.3458  0.929
C 1.4411 0.4254 -1.8709  0.016
C 0.5568 1.4714 -1.2121  0.002
S -1.2555 1.1173 -1.3315  -0.032
C -1.7892 1.3533 0.4116  -0.002
C -1.1268 0.4668 1.4537  -0.003
S -1.2380 -1.3541 1.1246  -0.030
C 0.5049 -1.8712 1.3703  0.007
C 1.5418 -1.2155 0.4738  0.010
S 1.1240 -1.3021 -1.3271  0.002
H 2.4953 0.6629 -1.6840  0.001
H 1.3221 0.4166 -2.9598  0.000
H 0.7141 2.4150 -1.7504  -0.001
H 0.8217 1.6649 -0.1735  0.000
H -2.8773 1.2204 0.4051  0.000
H -1.6136 2.4053 0.6698  -0.001
H -1.6681 0.6259 2.3950  -0.001
H -0.0897 0.7305 1.6560  0.000
H 0.5042 -2.9605 1.2448  0.000
H 0.7656 -1.6948 2.4223  -0.001
H 2.4870 -1.7567 0.6087  0.000
H 1.7566 -0.1775 0.7256  0.000
F -3.1057 -1.2971 -1.3051  0.103

***

[3]
DFT (the ωB97M-V functional and the def2-TZVPD basis) results for C6H12I2NOS as an isolated structure.

Calculated values
Maximum force in eV/Å: 2.85
Net charge: +1
Gap between HOMO and LUMO (spin up / spin down) in Ha: 0.203 / 0.202
Calculated total energy in eV: -36980.9837
Highest occupied orbital energy (spin up / spin down) in eV: -10.80 / -10.79
Relative energy (zero: lowest compared OMol25 entry of this formula, charge and spin) in kJ/mol: 235.8

Last column: natural (NBO) charge in e.
Positions of all 23 atoms, in Å:
C 3.3533 1.2975 -1.2163  0.380
C -0.5845 -0.7246 0.2356  -0.409
C 0.9082 -0.8749 0.2376  -0.459
C -1.1685 0.5793 -0.5394  -0.243
C 1.3537 -1.0705 -1.2357  -0.540
C 3.7964 -1.0132 -0.0400  -0.477
N -0.9474 1.7728 0.2499  -0.744
O 3.7795 1.7025 -2.2032  -0.524
S 3.0809 -1.7505 -1.3715  0.578
I 2.1920 2.8759 0.3776  -0.429
I 5.8693 -0.9903 0.3427  0.435
H -0.9542 -1.6006 -0.4020  0.232
H -1.0294 -0.8578 1.2530  0.239
H 1.4432 -0.0276 0.6066  0.229
H 1.1804 -1.6971 0.8638  0.233
H -0.8854 0.7287 -1.6664  0.245
H -2.2471 0.4566 -0.4911  0.223
H 0.7239 -1.7062 -1.8901  0.258
H 1.4800 0.0751 -1.6212  0.265
H 3.1831 -0.4606 0.6595  0.235
H 0.0209 2.3826 0.1548  0.422
H -0.9353 1.4887 1.1919  0.418
H -1.8270 2.3034 0.1366  0.434

***

[4]
DFT (the ωB97M-V functional and the def2-TZVPD basis) results for C6H12IN2O as an isolated structure.

Calculated values
Maximum force in eV/Å: 3.62
Net charge: +1
Gap between HOMO and LUMO in Ha: 0.299
Calculated total energy in eV: -19535.6060
Highest occupied orbital energy in eV: -11.84
Relative energy (zero: lowest compared OMol25 entry of this formula, charge and spin) in kJ/mol: 24.8

Last column: natural (NBO) charge in e.
Positions of all 22 atoms, in Å:
C 1.3680 -0.5458 -0.3870  0.631
C 2.6999 0.6571 0.3594  0.126
C -0.0294 1.1486 -1.4419  -0.607
C -0.8284 -1.7009 1.3050  -0.631
C 0.0473 0.1906 -0.2534  -0.385
C -1.1315 -0.8217 0.0098  -0.033
N 2.3641 1.5999 1.0515  -0.697
N -2.3443 0.1103 -0.0660  -0.679
O 1.7200 -1.5471 -0.8993  -0.459
I 4.6863 -0.2194 -0.1795  0.080
H -1.0090 1.5957 -1.6645  0.188
H 0.6208 1.9871 -1.3523  0.267
H 0.2674 0.5798 -2.2466  0.235
H 0.2994 -1.6971 1.5495  0.259
H -1.4009 -1.2124 2.1928  0.234
H -1.0908 -2.7345 1.1517  0.251
H 0.1238 0.7286 0.7041  0.257
H -1.3739 -1.5654 -0.8033  0.236
H 2.9362 2.2425 1.5110  0.401
H -3.2468 -0.3374 0.0602  0.447
H -2.3290 0.5783 -1.0035  0.447
H -2.3491 0.9633 0.4024  0.430

***

[5]
DFT (the ωB97M-V functional and the def2-TZVPD basis) results for C6H12K as an isolated structure.

Calculated values
Maximum force in eV/Å: 1.21
Net charge: +1
Gap between HOMO and LUMO in Ha: 0.335
Calculated total energy in eV: -22736.0185
Highest occupied orbital energy in eV: -12.98
Relative energy (zero: lowest compared OMol25 entry of this formula, charge and spin) in kJ/mol: 35.5

Last column: natural (NBO) charge in e.
Positions of all 19 atoms, in Å:
C 0.5353 -0.3270 -0.2841  -0.034
C -0.4086 0.5311 0.1586  -0.034
C 0.4407 -1.0991 -1.5796  -0.665
C 1.8172 -0.6343 0.4546  -0.655
C -0.3380 1.2646 1.4778  -0.665
C -1.6665 0.8770 -0.6039  -0.655
H 1.1924 -0.7176 -2.2910  0.258
H 0.6598 -2.1598 -1.3714  0.207
H -0.5548 -1.0312 -2.0497  0.219
H 1.9949 0.0413 1.3082  0.230
H 1.7872 -1.6719 0.8275  0.194
H 2.6592 -0.5383 -0.2513  0.252
H 0.4739 0.9007 2.1299  0.219
H -1.2982 1.1313 2.0039  0.207
H -0.1847 2.3410 1.2926  0.258
H -2.5416 0.4567 -0.0801  0.194
H -1.7675 1.9750 -0.6323  0.252
H -1.6605 0.4974 -1.6395  0.230
K -1.1402 -1.8369 1.1297  0.985

***

[6]
DFT (the ωB97M-V functional and the def2-TZVPD basis) results for C6H12LiO10P as an isolated structure.

Calculated values
Maximum force in eV/Å: 11.92
Net charge: -2
Gap between HOMO and LUMO in Ha: 0.073
Calculated total energy in eV: -36382.0649
Highest occupied orbital energy in eV: 2.17
Relative energy (zero: lowest compared OMol25 entry of this formula, charge and spin) in kJ/mol: 262.0

Last column: natural (NBO) charge in e.
Positions of all 30 atoms, in Å:
Li -0.6806 -0.4512 -0.8998  0.878
P -1.0366 -1.8182 -2.9388  2.561
O 0.1204 -1.3012 -2.2838  -1.389
O -1.2146 -3.3612 -2.5148  -1.340
O -1.3246 -1.4662 -4.2828  -1.278
O -1.9586 -1.0732 -2.1118  -1.386
C 1.0304 2.9778 1.2912  -0.222
O 0.7264 3.3128 -0.1828  -0.545
C 0.0654 2.3308 -0.9328  1.019
O -0.2056 1.3018 -0.3778  -0.667
O -0.0776 2.6308 -2.2928  -0.519
C -0.5146 1.6678 -3.1908  -0.410
H 0.2704 3.2688 1.8802  0.173
H 1.9594 3.4348 1.5602  0.175
H 1.2834 2.0588 1.5582  0.195
H -1.4236 0.9048 -2.7908  0.308
H 0.2894 0.8868 -3.2328  0.248
H -0.6416 1.9558 -4.3648  0.195
C -1.3336 -1.1412 3.9672  -0.226
O -0.0626 -1.2862 3.4992  -0.516
C 0.2224 -1.2732 2.1772  0.986
O -0.5946 -1.3362 1.2762  -0.601
O 1.5424 -1.3862 1.7512  -0.549
C 2.0064 -1.6902 0.4752  -0.251
H -2.0676 -0.2862 3.5422  0.194
H -1.2026 -1.0402 5.0652  0.171
H -1.7116 -2.0442 3.8222  0.182
H 2.7214 -2.5732 0.5862  0.157
H 2.4614 -0.9062 0.0622  0.180
H 1.3514 -2.2962 -0.1168  0.275